{
  "formula": "C29H45Al2BCl5CsF14MgN2O11S",
  "method": "ωB97M-V/def2-TZVPD",
  "spin_multiplicity": 1,
  "total_charge": 2,
  "e_homo_ev": -12.49,
  "species": ["C", "C", "C", "C", "C", "C", "C", "C", "C", "C", "C", "C", "C", "C", "C", "C", "C", "C", "O", "Cl", "N", "S", "O", "O", "C", "F", "F", "C", "F", "F", "C", "F", "F", "F", "C", "F", "O", "C", "C", "C", "F", "B", "O", "O", "H", "H", "H", "H", "H", "H", "H", "H", "H", "H", "H", "H", "H", "H", "H", "H", "H", "H", "H", "H", "H", "H", "H", "H", "H", "H", "H", "H", "H", "H", "H", "H", "H", "H", "H", "H", "H", "H", "H", "O", "H", "C", "C", "N", "H", "H", "H", "C", "Cl", "Cl", "Cl", "Cl", "O", "H", "H", "F", "Cs", "Al", "F", "Al", "F", "F", "F", "C", "O", "O", "O", "Mg"],
  "positions_angstrom": [[2.55960, 2.59129, 2.26285], [4.11889, 2.95205, 1.90523], [4.42960, 2.99526, 0.26410], [5.72446, 2.07457, -0.16769], [5.54325, 0.46655, 0.12869], [4.78590, -0.36189, -1.08559], [3.16134, -0.50015, -0.89626], [2.71377, -1.57869, 0.28363], [1.73895, -0.73627, 1.31662], [0.72681, -1.66889, 2.20801], [-0.65869, -0.92488, 2.68457], [-0.54094, 0.70114, 2.86523], [-2.10219, 1.27815, 3.02801], [-2.41795, 2.25570, 1.70843], [-2.70903, 1.34716, 0.37432], [-4.25560, 1.03075, -0.08637], [-5.39387, 1.12265, 1.08998], [-6.11742, 2.62618, 1.14948], [-5.49311, 3.75584, 0.74851], [-7.89235, 2.60292, 1.80018], [-4.36426, 0.72812, -1.44304], [-5.87060, 0.29872, -2.29218], [-7.12925, 0.94841, -1.61896], [-5.82326, 0.92481, -3.74067], [-6.01022, -1.55474, -2.54272], [-6.98764, -1.80027, -3.62751], [-4.67312, -1.99745, -3.09059], [-6.24477, -2.42665, -1.17681], [-5.38305, -1.93536, -0.05608], [-5.75445, -3.82080, -1.47035], [-7.80245, -2.56987, -0.69165], [-8.72392, -3.16212, -1.68834], [-7.78528, -3.53497, 0.47126], [-8.41026, -1.32205, -0.15811], [-2.97605, 0.83018, -2.10976], [-2.20118, -0.40981, -1.87518], [-2.87007, 1.54634, -3.38949], [-2.56654, 0.65081, -4.51515], [-1.01294, 0.93216, -4.95625], [-2.18371, 1.89246, -1.08921], [-2.81803, 3.22876, -1.38811], [-0.55245, 2.06361, -1.26123], [0.34376, 1.15378, -2.00766], [0.10519, 3.27028, -0.64947], [2.53103, 1.77183, 3.10653], [2.06705, 2.09398, 1.30690], [1.89847, 3.51171, 2.57812], [4.85411, 2.13998, 2.34414], [4.35483, 3.99065, 2.42083], [4.64056, 4.13919, -0.00325], [3.45678, 2.67453, -0.33919], [6.66728, 2.47183, 0.44719], [5.89951, 2.27884, -1.32621], [6.62967, 0.01536, 0.25060], [4.98674, 0.29798, 1.14678], [5.02416, 0.23569, -2.07927], [5.33527, -1.39873, -1.19072], [2.72995, 0.58466, -0.72402], [2.73246, -0.86243, -1.94012], [3.69312, -1.99342, 0.77250], [2.12584, -2.45447, -0.24594], [2.46847, -0.19547, 2.08347], [1.13107, 0.02111, 0.64698], [1.27773, -2.07835, 3.16242], [0.39927, -2.61817, 1.58348], [-1.56374, -1.26090, 1.99551], [-0.91491, -1.36352, 3.76268], [-0.09596, 1.27235, 1.94503], [0.02924, 0.98988, 3.85619], [-2.89832, 0.42176, 2.98479], [-2.14921, 1.93889, 4.00432], [-3.29512, 3.01876, 1.97148], [-1.46938, 2.95108, 1.50532], [-2.18938, 0.32350, 0.63362], [-5.00208, 0.83686, 2.17212], [-6.25997, 0.37752, 0.79981], [-3.24161, 1.02389, -5.42616], [-2.84512, -0.47314, -4.35064], [-0.73021, 1.99964, -4.50311], [-0.99757, 1.09393, -6.13393], [-0.23573, 0.14152, -4.58035], [1.21684, 1.60753, -2.21636], [-0.39416, 4.03665, -1.09168], [3.61676, 1.78615, 4.76599], [3.73539, 1.79570, 5.69823], [7.81224, -1.86961, -3.29085], [7.99516, -1.05895, -2.01811], [8.14689, -0.38642, -0.96237], [7.86117, -2.93785, -3.06261], [6.84047, -1.64541, -3.73929], [8.60052, -1.62209, -4.00705], [7.27606, -3.49879, 0.90166], [6.70865, -1.92963, 1.52638], [7.16770, -4.72518, 2.18963], [6.25920, -3.99256, -0.47564], [8.96877, -3.34788, 0.36616], [-6.60936, 0.26045, -6.32446], [-7.32432, -0.39141, -6.37749], [-6.53809, 0.45328, -5.37751], [-10.12392, 3.91653, 2.40988], [-7.32392, 3.85453, 3.53888], [2.87608, -2.63854, 3.34878], [-6.21588, -0.57496, 4.37122], [-5.52395, -1.49740, 5.75467], [-5.91358, -0.65060, 7.29565], [-3.73627, -1.60996, 5.56700], [-6.22994, -3.15389, 5.78476], [11.01909, -5.53259, -1.48563], [12.05131, -5.61555, -0.83802], [10.00114, -6.20739, -1.29331], [10.83277, -4.76102, -2.43356], [-4.32392, -1.94535, 1.62251]],
  "forces_ev_per_a": [[0.0396, -0.4115, -0.8898], [-0.2294, 0.1874, 0.1227], [-0.0531, 0.5732, 0.1494], [-0.3427, 0.4904, 0.2355], [0.3996, 0.2044, -0.2979], [0.6727, 0.6600, 0.1983], [0.8078, -0.1432, -1.0781], [-0.5297, 0.9434, -0.9147], [0.7930, -1.0093, 0.3424], [-1.2634, 0.1745, -1.6132], [0.7951, -0.1483, 1.6472], [-1.6997, -0.0837, 0.1710], [0.8037, 1.1728, -1.1201], [-0.2776, 0.8774, 0.8129], [-0.2728, 0.5280, -0.9227], [0.6243, -0.1954, 1.4271], [-1.0831, -0.8055, -1.3176], [3.0663, 5.1031, -2.7234], [-4.4698, -8.0320, 3.0598], [-1.6544, -7.6222, -12.8094], [0.6387, -0.2650, 2.4985], [-6.0471, 8.0236, -5.2449], [5.4947, -3.7835, -0.8149], [1.4005, -3.4444, 6.2205], [1.8129, -3.0157, -3.0986], [3.3255, 1.0004, 4.5689], [-4.1584, 1.6118, 1.9688], [-0.1838, -3.9238, -1.7223], [-1.8932, -0.5552, -2.6018], [-1.6945, 5.0853, 1.2209], [-4.2439, -1.6078, 2.7285], [4.0563, 2.5509, 3.4690], [0.3235, 3.4584, -4.0593], [2.7002, -4.2980, -2.2587], [4.0447, 3.4512, -0.1007], [-2.5994, 2.4003, -1.2276], [-0.9059, -4.3178, 3.1762], [0.3504, -0.1304, -3.2233], [-0.3020, 0.9826, -0.2285], [-2.0943, -0.3055, 0.1400], [1.4426, -3.0548, 1.1220], [3.9484, 0.8846, -0.8676], [-1.8223, 2.7190, 1.8449], [-3.0798, -1.7113, -2.8311], [-0.0073, 1.6721, -1.2188], [0.8332, 1.0537, 1.8059], [1.4840, -1.8045, -0.5851], [-1.5427, 1.5940, -0.5573], [-0.2510, -2.2801, -1.1774], [-0.4207, -2.5508, 0.4173], [2.0096, 0.6192, 1.2461], [-2.0457, -0.8885, -1.4580], [-0.1444, -0.6043, 2.4852], [-2.6944, 1.3473, -0.4011], [0.8067, 0.3936, -1.7489], [-0.6546, -1.2562, 1.9325], [-1.4092, 1.8668, 0.2218], [0.8186, -2.2638, 0.0034], [0.7171, 0.6393, 2.2284], [-1.7287, 0.6661, -0.7309], [1.1803, 1.6529, 1.2710], [-1.6603, -0.4872, -1.7179], [1.2422, -1.5092, 1.7100], [-2.6058, 1.1916, -1.3630], [0.9069, 1.6674, 1.3450], [1.7601, 0.7574, 0.9708], [0.2553, 0.9471, -2.3343], [-0.5027, -1.3206, 1.8408], [-0.9030, -0.7648, -2.1829], [1.4179, 1.3651, 0.6318], [-0.3073, -1.5962, -2.0277], [1.7540, -1.7903, -0.8642], [-2.0523, -1.6449, 0.2073], [-1.0261, 1.7073, -1.0226], [-0.4427, 0.8347, -2.2749], [1.5037, 1.6811, 0.6961], [1.3117, -0.7685, 2.2575], [0.6606, 2.2236, 0.0536], [-0.5830, -2.3949, -0.9543], [0.1557, -0.7075, 2.5943], [-1.6490, 1.5149, -0.8330], [-1.5040, -0.6297, 0.6662], [0.9520, -1.0701, 1.3129], [0.0541, -0.3075, -1.8795], [0.0179, 0.0781, 1.8187], [0.1829, 0.6769, 1.0375], [1.0294, 4.4278, 6.8433], [-0.8345, -5.4535, -8.7264], [0.0424, 0.1906, 0.0999], [0.1317, 0.0514, 0.1563], [-0.0824, 0.0337, 0.2068], [0.4708, -0.1295, 0.1354], [0.1280, -0.8496, 0.1235], [-0.0352, 0.2615, -0.3231], [0.1165, 0.0562, 0.2370], [-0.6064, -0.0544, 0.2736], [-0.2027, -0.3721, 0.3849], [0.1909, 0.2723, -0.1956], [-0.0910, -0.0048, -0.5533], [1.7193, -0.7133, 0.1522], [2.5855, 9.0240, 12.2351], [2.2189, -0.5360, 0.1681], [1.1937, -0.8209, 0.3788], [-0.6142, -0.6024, 2.1537], [0.6651, -1.0410, -2.5394], [-1.9024, 0.2417, -0.6154], [1.1564, 2.3670, -0.5677], [0.9220, -0.1648, 0.4933], [0.1491, 0.0134, 0.1507], [-0.9050, -0.6100, 0.1807], [-0.2024, 0.7419, -0.8351], [0.2267, -0.0577, 1.4020]],
  "mulliken_charge": [0.13, -0.51, -0.07, -1.02, 0.33, -0.36, 0.53, -0.29, 0.86, -0.24, 0.14, 0.08, -0.08, -0.89, 0.91, -0.38, -0.05, 0.38, -0.39, -0.33, 0.17, 1.01, -0.42, -0.68, 0.59, -0.18, -0.24, 0.38, 0.14, -0.25, 0.58, -0.17, -0.22, -0.16, 0.61, -0.36, -0.22, -0.02, -0.70, 0.15, -0.45, 0.67, -0.57, -0.63, -0.07, -0.40, 0.40, 0.19, 0.40, 0.38, -0.23, 0.27, 0.32, 0.10, -0.01, 0.35, -0.30, -0.84, 0.44, -0.09, 0.24, 0.27, -0.84, 0.17, 0.38, -0.67, 0.49, -0.45, 0.49, -0.16, 0.43, 0.27, 0.33, -0.36, 0.24, 0.11, 0.32, 0.11, 0.10, 0.38, 0.19, 0.30, 0.38, -0.47, 0.25, -0.81, 0.51, -0.53, 0.23, 0.28, 0.35, 0.24, 0.00, -0.09, -0.11, -0.06, -0.62, 0.31, 0.41, -0.70, 1.01, 0.49, -0.38, 0.78, -0.42, -0.43, -0.44, 0.84, -0.33, -0.25, -0.26, 0.76]
}